# 1
Here is 9 unconnected molecules or ions with the total composition C38H106Cl8N15O5P5 in a non-equilibrium geometry from the OMol25 dataset. Energies are from ωB97M-V/def2-TZVPD.

Positions of all 177 atoms, in Å:
C -3.5964 -2.9705 -6.6463
N -3.0473 -3.6279 -5.4607
C -3.8824 -3.5804 -4.2878
P -1.9539 -4.8841 -5.7330
O -1.2054 -4.8161 -6.9939
N -0.9921 -4.8892 -4.3464
C -0.7057 -3.6424 -3.6336
C -0.0837 -5.9859 -4.0899
N -2.8873 -6.2716 -5.5662
C -3.2077 -7.0742 -4.3791
C -3.3700 -6.9141 -6.8124
H -4.1291 -2.0658 -6.3596
H -4.2755 -3.6574 -7.1676
H -2.7868 -2.7660 -7.3455
H -3.3270 -3.8961 -3.4054
H -4.8232 -4.1438 -4.3510
H -4.1759 -2.5313 -4.1710
H 0.3466 -3.5760 -3.3592
H -0.9231 -2.7782 -4.2616
H -1.3279 -3.5306 -2.7437
H 0.3059 -5.9681 -3.0659
H -0.6006 -6.9472 -4.0306
H 0.7770 -5.9612 -4.7607
H -2.5958 -7.9823 -4.4181
H -3.0975 -6.5099 -3.4582
H -4.2188 -7.4756 -4.4723
H -4.2615 -6.4205 -7.2025
H -3.6936 -7.9271 -6.5712
H -2.5552 -6.9786 -7.5289
C -3.5258 2.1740 1.0686
N -3.3741 3.5894 1.4715
C -2.4150 3.8543 2.5331
P -4.0178 4.8241 0.5391
O -2.9755 5.4782 -0.2654
N -5.2262 4.1629 -0.4144
C -5.4377 4.7510 -1.7421
C -6.4435 3.5448 0.1638
N -4.7488 5.8915 1.6459
C -5.8042 5.5074 2.5760
C -4.4579 7.3097 1.5776
H -4.5680 1.8962 1.2350
H -2.9594 1.5375 1.7479
H -3.2265 1.9327 0.0487
H -2.9200 4.0870 3.4762
H -1.8296 4.7410 2.2666
H -1.7511 3.0012 2.6303
H -4.4106 4.8081 -2.1098
H -5.9077 4.0070 -2.3855
H -5.9636 5.7045 -1.6659
H -6.7019 2.7197 -0.5025
H -6.2059 3.0432 1.0961
H -7.1651 4.3585 0.1987
H -5.7439 4.4543 2.8265
H -5.7358 6.1395 3.4657
H -6.8095 5.7364 2.2084
H -3.6704 7.5819 2.2820
H -5.3599 7.9182 1.6960
H -4.2004 7.5744 0.5487
C -2.7165 6.2417 -3.5555
N -1.3760 6.0000 -4.1070
C -1.2122 5.8521 -5.5257
P -0.0777 5.8312 -3.0516
O 1.1168 6.6609 -3.4004
N -0.5713 6.1181 -1.4818
C -1.1198 7.4765 -1.2096
C 0.1211 5.5813 -0.3148
N 0.2256 4.1818 -3.1498
C 1.6178 3.7696 -3.2961
C -0.7003 3.2077 -2.6523
H -3.4181 6.2661 -4.3928
H -2.7072 7.2446 -3.1288
H -3.0511 5.4724 -2.8621
H -0.2148 5.5157 -5.8205
H -1.2787 6.8165 -6.0410
H -1.9055 5.0948 -5.8978
H -0.8684 7.7800 -0.1936
H -0.6093 8.1343 -1.9148
H -2.2063 7.5525 -1.2323
H 0.3206 4.5178 -0.4334
H 1.1102 6.0588 -0.2584
H -0.4501 5.8407 0.5708
H 1.7344 2.7720 -2.8645
H 1.9752 3.7233 -4.3269
H 2.3191 4.3903 -2.7344
H -0.3601 2.2063 -2.9351
H -1.7413 3.1891 -2.9867
H -0.7393 3.2324 -1.5515
C 6.3176 -5.0782 1.1818
N 5.2574 -5.8787 1.8047
C 5.4752 -7.3121 1.7572
P 4.4700 -5.3846 3.2334
O 3.4485 -6.3493 3.7103
N 5.6239 -5.0384 4.4088
C 6.7899 -4.1756 4.1986
C 5.5325 -5.7636 5.6809
N 3.8003 -3.9221 2.7630
C 2.8039 -3.9990 1.6771
C 3.2856 -3.1204 3.8745
H 6.4907 -5.4130 0.1609
H 7.2488 -5.2430 1.7324
H 6.0132 -4.0390 1.2717
H 6.4501 -7.5425 2.2167
H 5.4369 -7.7216 0.7470
H 4.7722 -7.8707 2.3739
H 6.5518 -3.5210 3.3627
H 6.8683 -3.4970 5.0508
H 7.6912 -4.7655 4.0452
H 4.7206 -5.4371 6.3325
H 5.3997 -6.8155 5.4292
H 6.4610 -5.6559 6.2416
H 3.1792 -4.4092 0.7402
H 1.9232 -4.5856 1.9568
H 2.4687 -2.9880 1.4466
H 2.7872 -3.7589 4.6161
H 2.6179 -2.3118 3.5846
H 4.1758 -2.6854 4.3431
C 2.1997 2.6552 1.2274
N 2.0461 2.4204 2.6509
C 0.8265 2.9952 3.1854
P 2.5744 0.9496 3.2668
O 1.7472 -0.2090 2.8406
N 4.2119 0.9299 2.8637
C 5.0254 2.1465 2.8900
C 4.9342 -0.3317 2.7152
N 2.5284 1.2278 4.9386
C 2.0850 0.1336 5.8174
C 3.0785 2.4016 5.5878
H 1.4756 2.0791 0.6319
H 3.0951 2.1550 0.8332
H 2.2885 3.7079 0.9799
H 0.6692 4.0679 3.0587
H 0.8214 2.8245 4.2632
H -0.0633 2.5030 2.7742
H 5.3132 2.4512 3.9013
H 5.9814 1.9361 2.4098
H 4.5098 2.9914 2.4406
H 5.4326 -0.6144 3.6484
H 4.1669 -1.0894 2.5661
H 5.6369 -0.2624 1.8884
H 2.7417 -0.7357 5.7818
H 2.0355 0.5155 6.8366
H 1.0614 -0.0959 5.5197
H 3.2805 3.2450 4.9317
H 3.9955 2.1003 6.1047
H 2.3594 2.7836 6.3201
Cl -4.9044 -5.0549 -0.4596
C -4.3975 -3.5171 0.2013
C -4.4819 -2.3836 -0.8038
Cl -4.2113 -0.8756 0.0900
H -3.3632 -3.6351 0.5196
H -5.0390 -3.3762 1.0667
H -5.4706 -2.2263 -1.2306
H -3.7654 -2.4651 -1.6173
Cl 4.5986 1.8021 -3.3850
C 4.3652 0.1425 -2.7266
C 4.8578 0.0619 -1.3225
Cl 4.2652 -1.5127 -0.6695
H 4.9664 -0.4809 -3.3862
H 3.3225 -0.0990 -2.9056
H 4.3608 0.7485 -0.6369
H 5.9239 0.2269 -1.1930
Cl 0.1693 -2.5350 -0.2080
C 0.3678 -0.7764 -0.2633
C -0.8640 -0.0919 -0.7653
Cl -1.3977 -0.6954 -2.3917
H 1.1586 -0.5356 -0.9810
H 0.7635 -0.4331 0.6941
H -0.7956 0.9897 -0.8854
H -1.6907 -0.1847 -0.0610
Cl -2.8970 -1.2410 3.4815
C -1.3920 -1.7776 4.2274
C -0.4755 -2.5621 3.2792
Cl -1.2897 -4.0220 2.6731
H -1.6078 -2.5489 4.9685
H -0.8934 -0.9462 4.7159
H 0.3869 -2.8553 3.8789
H -0.0573 -2.0241 2.4327

Values from the calculation:
SMILES: CN(C)P(=O)(N(C)C)N(C)C.CN(C)P(=O)(N(C)C)N(C)C.CN(C)P(=O)(N(C)C)N(C)C.CN(C)P(=O)(N(C)C)N(C)C.CN(C)P(=O)(N(C)C)N(C)C.ClCCCl.ClCCCl.ClCCCl.ClCCCl
E_tot: -220344.628 eV
HOMO level: -8.0 eV
frontier orbital gap: 8.255 eV

---

# 2
Here is 9 unconnected molecules or ions with the total composition C33H56O27 in a non-equilibrium geometry from the OMol25 dataset. Energies are from ωB97M-V/def2-TZVPD.

Positions of all 116 atoms, in Å:
C 13.9618 15.7201 -10.6161
C 13.1854 15.2520 -11.8096
C 13.3036 13.7706 -12.1588
O 11.9623 13.3868 -12.4711
C 11.1155 14.2728 -11.9205
O 9.9469 14.1165 -11.7779
O 11.7694 15.3962 -11.5426
H 15.0403 15.6446 -10.7768
H 13.7194 15.1322 -9.7345
H 13.8016 16.7909 -10.4864
H 13.3862 15.8351 -12.7112
H 13.7210 13.1207 -11.3847
H 13.9476 13.5892 -13.0201
C 10.8684 10.6134 -2.2698
C 10.5868 11.0165 -3.7124
C 11.1024 12.4412 -4.0207
O 11.9440 12.2735 -5.1462
C 12.1940 10.9593 -5.3734
O 12.9748 10.5376 -6.1579
O 11.4045 10.2071 -4.5714
H 10.3392 9.6938 -2.0219
H 10.5278 11.4174 -1.6133
H 11.9271 10.4305 -2.0942
H 9.5372 10.8677 -3.9537
H 11.6631 12.8381 -3.1706
H 10.3237 13.1513 -4.2920
C 22.6704 14.4473 -1.4910
C 21.2832 13.9324 -1.7267
C 20.1516 14.6497 -0.9828
O 19.1083 14.7394 -1.9433
C 19.6332 14.6206 -3.1832
O 19.0559 14.8365 -4.1942
O 20.9298 14.2462 -3.1049
H 23.3976 13.9876 -2.1615
H 23.0182 14.1711 -0.4907
H 22.7428 15.5256 -1.6203
H 21.2236 12.8488 -1.6204
H 20.4754 15.6517 -0.6887
H 19.8090 14.1216 -0.0970
C 13.3794 17.5220 -6.5240
C 12.5556 17.5619 -7.7831
O 11.3387 18.2784 -7.5423
C 10.1415 17.8433 -7.9193
O 9.1279 18.4426 -7.7000
O 10.2108 16.6681 -8.5648
C 8.9959 16.1640 -9.0882
H 14.1635 16.7737 -6.6644
H 12.8046 17.1053 -5.6921
H 13.7820 18.4895 -6.2431
H 12.3355 16.5874 -8.2093
H 13.1199 18.0914 -8.5568
H 8.5134 16.8211 -9.8083
H 8.2689 15.9663 -8.2940
H 9.2299 15.2086 -9.5492
C 16.7904 18.0940 -5.6472
C 16.1804 18.2395 -4.2812
O 15.3268 17.0874 -4.0464
C 14.9477 16.8906 -2.7993
O 15.1264 17.6144 -1.8525
O 14.3696 15.6851 -2.7304
C 13.9109 15.2868 -1.4369
H 16.0417 18.1723 -6.4375
H 17.2769 17.1254 -5.7627
H 17.4939 18.9010 -5.8511
H 15.5832 19.1364 -4.1423
H 16.9912 18.1717 -3.5550
H 13.2999 14.4016 -1.5666
H 13.3763 16.1089 -0.9653
H 14.7855 15.0710 -0.8201
C 20.2718 12.8123 -7.7035
C 20.8955 13.9225 -6.8731
O 20.5011 15.2005 -7.3170
C 21.2174 15.7568 -8.3018
O 22.2665 15.3645 -8.7271
O 20.6200 16.8511 -8.7724
C 19.3215 17.2170 -8.2935
H 19.1831 12.9478 -7.6424
H 20.4665 11.8547 -7.2138
H 20.5102 12.7563 -8.7630
H 21.9807 13.8211 -6.8028
H 20.5270 13.7532 -5.8636
H 19.3511 17.4879 -7.2364
H 18.6178 16.3837 -8.3474
H 19.0093 18.0351 -8.9314
C 14.8618 11.7349 -2.1256
O 16.0187 11.6239 -2.9570
C 17.1571 11.1857 -2.4270
O 17.3078 10.7154 -1.3331
O 18.0956 11.3575 -3.3583
C 19.3635 10.7675 -3.0725
H 14.4612 10.7530 -1.8845
H 14.1391 12.2731 -2.7364
H 15.1235 12.3339 -1.2559
H 19.2976 9.6819 -3.0723
H 19.7521 11.1094 -2.1135
H 20.0442 11.1297 -3.8391
O 17.5704 11.9685 -9.5882
C 17.5964 11.4142 -8.5417
O 16.7503 11.6859 -7.5117
C 16.9809 10.7672 -6.4496
C 18.3162 10.1217 -6.8223
O 18.4549 10.4273 -8.2038
H 17.0359 11.2871 -5.4987
H 16.1602 10.0483 -6.4040
H 18.3450 9.0482 -6.6565
H 19.1335 10.5864 -6.2648
O 16.3245 15.0304 -8.3815
C 16.0467 14.5967 -7.3070
O 14.8791 14.0044 -6.9929
C 14.8876 13.6187 -5.6351
C 16.2817 14.0314 -5.1059
O 16.9109 14.5360 -6.2807
H 14.1070 14.0767 -5.0260
H 14.7226 12.5427 -5.5476
H 16.8505 13.2138 -4.6792
H 16.1591 14.8158 -4.3650

Values from the calculation:
SMILES: C[C@H]1COC(=O)O1.C[C@H]1COC(=O)O1.C[C@H]1COC(=O)O1.CCOC(=O)OC.CCOC(=O)OC.CCOC(=O)OC.COC(=O)OC.O=C1OCCO1.O=C1OCCO1
E_tot: -90413.321 eV
HOMO level: -10.3 eV
frontier orbital gap: 10.348 eV
energy relative to the best compared isomer or geometry (same formula, charge and spin): 0.0 kJ/mol

---

# 3
Here is a molecular structure, C26H31LaN2O8 in a non-equilibrium geometry from the OMol25 dataset. Energies are from ωB97M-V/def2-TZVPD.

Positions of all 68 atoms, in Å:
O 2.0893 1.2035 -1.5575
C 2.7619 -0.0259 -2.0943
C 3.6456 0.7347 -3.0417
H 2.0272 -0.6435 -2.6172
H 3.2876 -0.5378 -1.2781
C 2.9994 1.9952 -2.4655
H 3.3838 0.5696 -4.0935
H 4.7106 0.6507 -2.8390
C 2.2711 2.7170 -3.5622
H 1.4707 2.1079 -3.9852
H 2.9818 2.9204 -4.3715
H 1.8927 3.6865 -3.2429
C 3.9433 2.8649 -1.6623
H 4.4951 2.2619 -0.9354
H 3.4008 3.6516 -1.1261
H 4.6636 3.3265 -2.3509
La 0.5259 0.9410 0.0151
C 1.3722 1.1355 2.9255
C 1.2541 -0.2706 2.7461
C 2.3188 -0.7053 1.9055
H 0.5485 -0.9307 3.2611
C 3.0980 0.4431 1.5539
C 2.5104 1.5870 2.1852
H 2.9270 2.5979 2.2011
H 0.7695 1.7532 3.5980
H 2.5632 -1.7416 1.6652
H 4.0541 0.4239 1.0326
C -1.7391 2.7831 -0.1543
C -0.5994 3.6419 -0.1450
C 0.1358 3.4017 -1.3408
H -0.3637 4.4092 0.6026
C -0.5551 2.3890 -2.0943
C -1.6914 1.9793 -1.3385
H -2.4104 1.2119 -1.6339
H -2.5721 2.8358 0.5470
H 0.9915 3.9937 -1.6664
H -0.3150 2.0329 -3.0942
O -0.1008 -2.8219 -3.3668
C -0.0595 -1.9988 -2.1908
C 0.9652 -2.6120 -1.2056
H -1.0453 -1.9618 -1.6933
H 0.1830 -0.9586 -2.5203
C 1.0985 -4.0855 -1.6566
H 0.6525 -2.5145 -0.1582
H 1.9385 -2.1340 -1.3661
C 0.5028 -4.1332 -3.0764
H 0.4956 -4.7078 -1.0028
H 2.1196 -4.4619 -1.6546
H -0.3023 -4.8984 -3.1195
H 1.2541 -4.4102 -3.8437
O -1.2392 1.1190 1.8632
C -1.7223 -0.0201 1.5676
O -1.2295 -0.7073 0.5883
C -2.8604 -0.5879 2.3590
C -3.0848 -1.9711 2.3775
C -4.1718 -2.4817 3.1173
C -5.0386 -1.6236 3.8145
C -4.7981 -0.2429 3.7812
C -3.6891 0.2762 3.0811
N -5.6861 0.6699 4.4467
O -6.6824 0.2143 5.0467
O -5.4283 1.8905 4.3957
N -4.3400 -3.9067 3.1714
O -3.5085 -4.6164 2.5638
O -5.2964 -4.3925 3.8112
H -2.4082 -2.6358 1.8446
H -5.8842 -2.0222 4.3679
H -3.4807 1.3418 3.1089

Values from the calculation:
E_tot: -47679.338 eV
HOMO level: -7.9 eV
frontier orbital gap: 6.571 eV
energy relative to the best compared isomer or geometry (same formula, charge and spin): 13.5 kJ/mol

---

# 4
Here is 7 unconnected molecules or ions with the total composition C50H59F12N8O2P2 in a non-equilibrium geometry from the OMol25 dataset. Energies are from ωB97M-V/def2-TZVPD.

Positions of all 133 atoms, in Å:
C 16.9744 15.7915 13.0957
N 17.1067 14.6058 12.2069
C 16.3391 14.4404 11.0994
C 16.4064 13.2272 10.4163
C 17.2059 12.2237 10.7886
C 17.9840 12.4799 11.9075
C 17.9586 13.6760 12.5862
C 16.9874 10.8787 10.2701
C 17.0848 10.7160 8.8885
C 16.9351 9.4170 8.3790
N 16.6258 8.4339 9.2464
C 16.4134 8.6457 10.5624
C 16.6261 9.8387 11.1030
C 16.3226 7.1307 8.6156
H 16.9222 15.4053 14.0966
H 16.0104 16.3782 12.8594
H 17.8299 16.4927 13.0030
H 15.7035 15.1916 10.7331
H 15.6240 13.0273 9.6713
H 18.7967 11.8142 12.1488
H 18.5084 13.9932 13.4601
H 17.3424 11.5314 8.2872
H 17.1224 9.2108 7.3606
H 16.0849 7.7805 11.0869
H 16.5851 9.9278 12.1656
H 17.0803 6.9296 7.8455
H 15.3398 7.2349 8.2077
H 16.4666 6.3199 9.3098
C 11.5893 27.6228 11.6747
N 12.1637 26.2561 11.6483
C 11.7957 25.2928 12.5015
C 12.3390 24.0346 12.5268
C 13.2310 23.6578 11.5459
C 13.6317 24.6767 10.6502
C 13.0735 25.9571 10.6965
C 13.9335 22.3601 11.5626
C 14.1365 21.6185 10.3926
C 14.9838 20.5291 10.4386
N 15.6173 20.1426 11.5088
C 15.2828 20.7781 12.6723
C 14.5202 21.8824 12.7485
C 16.6318 19.0683 11.5472
H 12.3858 28.3221 11.9357
H 10.7342 27.6653 12.3889
H 11.3104 27.8199 10.6432
H 11.1161 25.5992 13.2794
H 11.8944 23.2762 13.2118
H 14.4633 24.5541 9.9105
H 13.4942 26.8166 10.1281
H 13.7256 21.8690 9.4140
H 15.0408 19.9971 9.4836
H 15.7265 20.3497 13.5380
H 14.3872 22.3204 13.7458
H 16.3365 18.3750 12.3595
H 17.5825 19.4511 11.8556
H 16.8223 18.4989 10.5735
C 9.7500 14.0082 23.9830
N 10.1991 14.7979 22.8063
C 9.4369 14.7716 21.7206
C 9.8613 15.3071 20.5234
C 11.0103 16.0889 20.4463
C 11.6314 16.3552 21.6565
C 11.2491 15.6347 22.8006
C 11.5290 16.6428 19.1282
C 11.7476 15.9531 17.9381
C 12.2961 16.6009 16.8841
N 12.5403 17.9474 16.8988
C 12.2955 18.6252 18.0601
C 11.8140 17.9795 19.1976
C 13.0005 18.5672 15.6719
H 8.6168 14.0327 24.0484
H 10.1656 14.5104 24.8610
H 10.0959 13.0031 23.8211
H 8.4752 14.2397 21.7190
H 9.2189 15.1609 19.6325
H 12.5260 16.9577 21.7256
H 11.8591 15.6931 23.6657
H 11.7627 14.8376 17.9169
H 12.4432 16.2006 15.8974
H 12.3747 19.7125 17.9524
H 11.8999 18.5639 20.0404
H 12.3527 19.4055 15.4450
H 12.9412 17.9194 14.8710
H 13.9724 18.9929 15.7262
C 18.8614 22.5036 16.4203
N 20.3285 22.5222 16.2555
C 21.1221 23.2597 17.0369
C 22.4952 23.2901 16.9246
C 23.0949 22.4787 15.9244
C 22.2777 21.8290 15.0697
C 20.9024 21.7691 15.3069
C 24.6272 22.6234 15.8134
C 25.5373 21.5789 15.8250
C 26.8345 21.8530 15.5073
N 27.2468 23.0864 15.2779
C 26.4592 24.1452 15.4478
C 25.1320 23.9050 15.7516
C 28.6069 23.2369 14.7867
H 18.3464 23.4265 16.1010
H 18.4988 22.2029 17.4205
H 18.4990 21.7217 15.7271
H 20.6334 23.7924 17.8463
H 23.0956 23.9293 17.6283
H 22.6208 21.1573 14.2586
H 20.1520 21.1627 14.8040
H 25.2995 20.5653 16.1159
H 27.5243 21.0714 15.5247
H 26.8113 25.1645 15.2759
H 24.4541 24.7863 15.8246
H 28.8885 24.2658 14.5392
H 28.7500 22.6200 13.9001
H 29.2071 22.8576 15.5830
P 15.2190 20.9391 17.3692
F 15.0399 19.4000 17.5455
F 16.6944 20.8031 17.9113
F 15.6133 20.8101 15.7392
F 15.5577 22.4821 17.2119
F 13.6351 21.0276 16.7693
F 14.7181 21.2479 18.8878
P 12.9937 17.2470 11.9613
F 13.0461 16.2642 13.3081
F 14.3111 16.4446 11.4689
F 11.9803 16.1943 11.2864
F 13.0270 18.1809 10.7058
F 11.7799 17.9724 12.6389
F 14.0931 18.2024 12.8774
C 18.3743 18.3610 15.4765
C 18.7924 18.8037 14.0657
O 19.1425 20.0098 13.9367
O 18.8462 17.9169 13.1255
H 19.1374 17.7335 15.8746
H 17.5107 17.6993 15.4806
H 18.1450 19.2308 16.0100

Values from the calculation:
E_tot: -119976.467 eV
total charge: +5
HOMO level: -16.2 eV
frontier orbital gap: 6.486 eV
energy relative to the best compared isomer or geometry (same formula, charge and spin): 0.0 kJ/mol